Entry 1:
Here is C43H47HfN8O6PS3SbSe4 as an isolated structure from OMol25. Energies are from ωB97M-V/def2-TZVPD.

Cartesian coordinates (Å):
Hf: -0.269 0.208 -0.712
C: -3.929 -0.609 2.141
O: -4.248 0.406 1.145
C: -3.189 0.475 0.367
N: -2.147 -0.222 0.646
C: -2.412 -0.830 1.976
C: -2.019 -2.267 2.203
C: -2.233 -2.780 3.483
C: -1.882 -4.084 3.787
C: -1.309 -4.892 2.811
C: -1.096 -4.384 1.542
C: -1.446 -3.074 1.237
C: -3.262 1.350 -0.810
C: -4.344 2.132 -1.162
C: -4.224 2.916 -2.308
C: -3.052 2.891 -3.050
C: -2.023 2.066 -2.617
N: -2.140 1.323 -1.528
C: -0.718 1.898 -3.263
N: 0.115 0.992 -2.880
C: 1.360 1.221 -3.696
C: 0.904 2.304 -4.699
O: -0.419 2.703 -4.241
C: 2.020 0.048 -4.398
C: 1.973 -1.260 -3.941
C: 2.665 -2.265 -4.603
C: 3.417 -1.977 -5.727
C: 3.482 -0.672 -6.187
C: 2.792 0.331 -5.526
H: -4.509 -1.500 1.904
H: -4.219 -0.216 3.111
H: -1.865 -0.221 2.693
H: -2.677 -2.157 4.253
H: -2.054 -4.472 4.783
H: -1.030 -5.911 3.046
H: -0.644 -5.003 0.777
H: -1.259 -2.689 0.244
H: -5.245 2.129 -0.567
H: -5.048 3.543 -2.616
H: -2.919 3.489 -3.940
H: 2.066 1.646 -2.981
H: 0.777 1.911 -5.703
H: 1.520 3.199 -4.697
H: 1.376 -1.533 -3.084
H: 2.578 -3.282 -4.244
H: 3.942 -2.766 -6.249
H: 4.065 -0.430 -7.067
H: 2.889 1.343 -5.898
Se: -3.783 -3.863 -4.887
Sb: -1.471 -3.337 -5.037
Se: -0.842 -1.478 -6.297
Se: 0.011 -4.642 -3.667
Se: -1.440 -1.642 -2.305
S: 1.543 3.980 -1.865
P: 1.182 3.793 0.042
S: -0.465 2.560 0.507
C: 0.762 5.358 0.854
C: -0.480 5.644 1.405
C: -0.700 6.861 2.036
C: 0.320 7.794 2.125
C: 1.562 7.516 1.567
C: 1.783 6.306 0.935
C: 2.592 3.182 0.998
C: 2.514 3.157 2.389
C: 3.576 2.680 3.136
C: 4.728 2.235 2.496
C: 4.818 2.284 1.114
C: 3.750 2.758 0.363
H: -1.283 4.923 1.334
H: -1.672 7.077 2.462
H: 0.150 8.739 2.623
H: 2.360 8.244 1.629
H: 2.751 6.100 0.493
H: 1.629 3.541 2.883
H: 3.522 2.679 4.218
H: 5.561 1.863 3.079
H: 5.718 1.950 0.615
H: 3.807 2.807 -0.717
C: -3.009 -5.988 -1.889
N: -2.821 -4.553 -1.709
C: -3.767 -3.667 -1.642
N: -5.061 -4.008 -1.456
S: -3.536 -1.940 -1.700
H: -2.667 -6.520 -1.003
H: -2.420 -6.279 -2.757
H: -4.047 -6.237 -2.084
H: -1.874 -4.227 -1.943
H: -5.337 -4.955 -1.644
H: -5.741 -3.319 -1.735
O: 1.367 -1.315 -0.987
N: 2.309 -0.459 -0.695
O: 3.402 -0.751 -0.332
O: 1.895 0.756 -0.858
C: 1.795 -2.983 1.532
N: 1.568 -2.126 2.686
C: 2.098 -2.668 3.935
C: 2.371 -1.564 4.926
C: 1.122 -0.721 5.029
N: 0.750 -0.215 3.713
C: 0.134 1.095 3.723
C: 0.949 -0.931 2.574
O: 0.589 -0.513 1.431
H: 2.818 -2.880 1.166
H: 1.106 -2.751 0.733
H: 1.634 -4.015 1.844
H: 3.011 -3.212 3.692
H: 1.381 -3.389 4.343
H: 3.199 -0.943 4.577
H: 2.639 -1.980 5.896
H: 1.284 0.144 5.672
H: 0.294 -1.300 5.456
H: 0.822 1.820 4.161
H: -0.768 1.082 4.344
H: -0.102 1.414 2.718

Calculated values
charge: +1
energy relative to the best compared isomer or geometry (same formula, charge and spin): 0.0 kJ/mol
HOMO level: -9.24 eV

Atom charges from the Mulliken analysis, given in e for atoms 1 to 6: 0.51, -0.46, -0.45, 0.06, 1.09, -0.19

Entry 2:
Here is a single C4H7NO2 molecule from OMol25. Energies are from ωB97M-V/def2-TZVPD.

Cartesian coordinates (Å):
C: 1.644 0.106 0.306
C: 0.220 -0.346 -0.007
C: -0.370 -1.112 1.178
O: 0.293 -1.824 1.888
C: -0.688 0.833 -0.338
N: -1.541 0.638 -1.382
O: -0.681 1.852 0.327
H: 1.622 0.860 1.097
H: 2.232 -0.750 0.644
H: 2.117 0.552 -0.575
H: 0.225 -1.060 -0.845
H: -1.461 -0.992 1.349
H: -1.471 -0.159 -1.988
H: -2.139 1.403 -1.653

Calculated values
SMILES: C[C@@H](C=O)C(N)=O
energy relative to the best compared isomer or geometry (same formula, charge and spin): 47.1 kJ/mol
HOMO level: -10.03 eV

Atom charges from the Mulliken analysis, given in e for atoms 1 to 6: -1.44, 0.55, -0.08, -0.47, 0.30, -0.37